Entry 1:
Here is a structure of composition C23H30BrCsF5IKLiN3O12S2 from the Open Molecules 2025 dataset. Energies are from the ωB97M-V functional and the def2-TZVPD basis.

Each line ends with the Mulliken charge.
Positions of all 80 atoms, in Å:
C  5.1384  -0.1268  1.1086  -1.040
C  5.7913  0.7063  0.0101  -0.323
O  4.8626  1.3770  -0.8587  -0.571
C  3.9784  2.1463  -0.0792  0.397
C  3.4560  3.3616  -0.8729  -0.735
O  3.2188  4.4513  0.0258  -0.562
C  2.1765  4.1686  0.9185  0.584
C  2.6209  4.0644  2.4043  -0.738
O  2.0526  2.9635  3.1653  -0.168
C  0.7010  3.2405  3.6506  -2.300
C  -0.3764  2.7188  2.6621  -0.899
C  -0.3871  1.2305  2.2530  1.188
C  0.5875  0.2145  2.8664  0.514
F  1.7476  0.3465  2.2295  -0.049
F  0.2251  -1.0563  2.7243  -0.271
F  0.8336  0.3151  4.2171  -0.344
C  -1.3449  0.8974  1.2873  1.096
C  -1.4563  -0.4673  0.7477  -0.140
O  -2.5031  -1.0442  0.7187  -0.538
O  -0.3252  -1.1084  0.2295  -0.460
I  0.2861  -0.2673  -1.4484  0.124
C  -2.4054  1.8927  0.6597  -0.515
C  -2.3805  3.2325  1.1389  -1.260
N  -1.3631  3.6580  2.1051  -0.213
S  -1.4607  5.3431  2.5174  -0.127
H  4.7385  0.4770  1.9230  0.171
H  4.3220  -0.7436  0.7241  0.330
H  5.9077  -0.7637  1.5443  0.487
H  6.4032  1.4948  0.4775  0.383
H  6.4405  0.0546  -0.5684  0.384
H  4.4915  2.5063  0.8135  0.303
H  3.1056  1.5213  0.1461  -0.148
H  2.4972  3.1165  -1.3453  0.223
H  4.1867  3.6612  -1.6175  0.435
H  1.5986  3.2298  0.6048  -0.446
H  1.4315  5.0668  0.8136  0.387
H  3.6958  3.8955  2.3825  0.530
H  2.4788  5.0399  2.8796  0.319
H  0.4973  2.7094  4.6544  1.296
H  0.6948  4.3349  3.8782  0.565
H  -3.1353  1.5908  -0.0651  0.652
H  -3.1010  3.9306  0.7690  0.571
H  -1.1484  5.4767  3.8386  0.056
O  9.6064  0.7047  1.4706  -0.151
S  8.7592  0.7712  2.7754  1.190
O  7.5962  1.5265  2.3203  -0.467
O  9.4860  1.4732  3.8181  -0.661
O  8.3900  -0.5658  3.2100  -0.673
Cs  -0.7299  2.4659  5.8242  0.978
C  -3.9411  -3.5022  -2.2473  -0.568
C  -4.4656  -4.1380  -3.3665  -0.416
C  -5.2822  -3.4437  -4.2404  -0.219
C  -5.5628  -2.1116  -3.9884  0.019
C  -5.0562  -1.4636  -2.8770  -0.540
C  -4.2410  -2.1665  -2.0019  -0.204
N  -6.4077  -1.3721  -4.9312  1.021
O  -6.8545  -1.9757  -5.8902  -0.631
O  -6.6164  -0.1984  -4.7105  -0.622
H  -3.2962  -4.0495  -1.5715  0.414
H  -4.2331  -5.1762  -3.5573  0.419
H  -5.6821  -3.9482  -5.1058  0.262
H  -5.2848  -0.4251  -2.6859  0.476
H  -3.8352  -1.6744  -1.1299  0.543
C  -6.9494  -5.7665  -7.4674  -0.755
C  -5.6955  -6.1660  -6.8361  0.389
N  -4.7131  -6.4795  -6.3481  -0.381
H  -7.7892  -6.0917  -6.8572  0.250
H  -6.9820  -4.6828  -7.5689  0.229
H  -7.0269  -6.2208  -8.4529  0.324
Li  0.0466  -2.4904  -3.1745  0.809
C  -1.4302  -4.4792  3.8655  -0.519
O  -2.5222  -3.5913  3.6459  -0.526
H  -1.7697  -5.2803  4.5175  0.245
H  -1.0917  -4.9071  2.9190  0.253
H  -0.6001  -3.9531  4.3462  0.219
H  -2.2080  -2.8915  3.0669  0.317
Br  -1.9545  4.1884  -1.4102  -0.819
K  -0.1298  3.8992  0.4106  0.787
F  10.9573  0.2000  0.4721  -0.260
F  -1.2689  -4.8751  -2.4768  -0.879

Gap between HOMO and LUMO: 4.18 eV
HOMO level: -4.79 eV
Charge: -1
Lowest unoccupied orbital energy: -0.62 eV

***

Entry 2:
Here is a cluster of 3 separate species, C30H66ClNO7S4Si in total from the Open Molecules 2025 dataset. Energies are from the ωB97M-V functional and the def2-TZVPD basis.

Each line ends with the Mulliken charge.
Positions of all 110 atoms, in Å:
C  5.7954  -6.0178  1.4824  -0.808
C  6.9877  -4.8464  1.4204  -0.485
C  6.1938  -3.4812  0.8691  0.033
C  5.4028  -2.8732  2.1684  -0.825
N  4.5159  -1.6826  1.8889  0.098
C  3.7042  -1.8262  0.6224  -0.623
C  2.7299  -3.1408  0.5570  -0.549
C  1.1757  -2.8818  1.0152  -0.036
C  0.3440  -4.2693  0.5902  -0.323
Si  -1.1128  -3.9521  -0.6281  0.090
C  -1.8362  -2.1711  -0.4467  -0.333
C  -1.1470  -1.2547  -1.6275  -0.467
C  -2.2408  -0.1154  -2.1194  -0.003
C  -1.8447  1.3643  -1.5308  -0.548
C  -2.4401  1.4729  0.0235  -0.245
C  -2.6205  3.0971  0.3470  -0.457
C  -3.6450  3.2706  1.6241  -0.213
C  -4.4082  4.7426  1.4507  -0.491
O  -4.2404  5.5402  2.6854  -0.404
C  -5.0576  4.9258  3.7736  -0.569
C  -2.4841  -5.3218  -0.4772  -0.676
C  -3.5447  -4.8724  0.6892  0.353
C  -2.8909  -4.8697  2.2227  -0.818
Cl  -4.9637  -6.0825  0.6727  -0.238
C  5.2833  -0.3681  1.9289  -0.092
S  5.3125  0.5163  3.4205  -0.202
S  6.1833  0.4284  0.4898  -0.122
C  6.2264  2.3257  0.6972  -0.396
C  7.6904  2.8868  1.1921  -0.220
C  8.1737  4.2181  0.3032  -0.741
H  6.2171  -7.0763  1.7791  0.318
H  5.2558  -6.1425  0.4250  0.215
H  4.9478  -5.7652  2.2506  0.169
H  7.7491  -5.2438  0.5941  0.277
H  7.4994  -4.6885  2.4611  0.296
H  5.5029  -3.8636  -0.0011  0.114
H  7.0262  -2.7834  0.4292  0.166
H  4.7676  -3.6529  2.7741  0.134
H  6.2457  -2.4930  2.9235  0.433
H  2.9818  -0.8760  0.5843  0.365
H  4.3716  -1.7260  -0.3622  0.381
H  3.1107  -4.0799  1.1410  0.193
H  2.6856  -3.4680  -0.5902  0.224
H  1.0956  -2.7762  2.2017  0.205
H  0.7923  -1.9288  0.4552  -0.162
H  1.1065  -4.9858  0.0200  0.302
H  0.0595  -4.8200  1.5827  0.179
H  -0.5584  -4.0552  -1.9926  -0.281
H  -1.4080  -1.7484  0.5845  0.254
H  -3.0038  -2.1142  -0.3990  0.330
H  -0.8824  -1.9163  -2.5823  0.371
H  -0.1546  -0.7158  -1.3049  0.041
H  -2.2000  -0.0754  -3.2896  0.359
H  -3.3048  -0.3952  -1.7187  -0.368
H  -2.2071  2.2537  -2.2148  0.370
H  -0.6685  1.5131  -1.4117  0.020
H  -1.5863  1.0925  0.7305  0.166
H  -3.4292  0.8640  0.1711  0.232
H  -1.5720  3.5469  0.6274  -0.018
H  -3.1113  3.6468  -0.5857  0.355
H  -2.9899  3.3677  2.6092  0.214
H  -4.4168  2.3904  1.6989  0.271
H  -3.9880  5.3724  0.5541  0.318
H  -5.5631  4.5517  1.2166  0.251
H  -5.7148  4.0361  3.3421  0.250
H  -5.7932  5.7401  4.1932  0.244
H  -4.3512  4.5166  4.6166  0.222
H  -3.0172  -5.3749  -1.5389  0.313
H  -2.0006  -6.3805  -0.2199  0.305
H  -4.0178  -3.8055  0.5431  0.013
H  -3.6749  -5.4594  2.8881  0.385
H  -2.7344  -3.7511  2.5728  0.219
H  -1.9037  -5.5105  2.2317  0.147
H  5.8985  2.8004  -0.3470  0.081
H  5.4288  2.7107  1.4787  0.335
H  7.5955  3.2590  2.3223  0.214
H  8.5327  2.0531  1.1904  0.267
H  8.0814  5.2222  0.9126  0.241
H  7.5368  4.2281  -0.7016  0.180
H  9.3082  4.1209  -0.0327  0.239
C  -8.9928  0.1513  -0.0475  -0.934
C  -8.9635  -1.1242  -0.8699  -0.298
O  -8.3394  -0.9199  -2.1319  -0.305
S  -6.7203  -0.7468  -2.1797  1.242
C  -6.5220  -0.8539  -3.9399  -0.938
O  -6.1053  -1.9064  -1.5715  -0.624
O  -6.3828  0.6019  -1.7741  -0.602
H  -7.9826  0.4698  0.2254  0.248
H  -9.5575  0.0059  0.8776  0.386
H  -9.4459  0.9683  -0.6182  0.256
H  -8.4713  -1.9358  -0.3244  0.305
H  -9.9927  -1.4450  -1.0662  0.279
H  -6.8059  -1.8552  -4.2714  0.324
H  -5.4710  -0.6665  -4.1673  0.313
H  -7.1444  -0.0930  -4.4139  0.340
C  1.2077  5.7728  -0.5522  -1.133
C  1.2370  4.4973  -1.3746  0.001
O  1.8611  4.7017  -2.6367  -0.326
S  3.4801  4.8747  -2.6845  1.152
C  3.6785  4.7676  -4.4447  -0.977
O  4.0952  3.7152  -2.0763  -0.559
O  3.8177  6.2234  -2.2789  -0.622
H  2.2179  6.0913  -0.2794  0.343
H  0.6430  5.6274  0.3728  0.380
H  0.7546  6.5898  -1.1230  0.317
H  1.7292  3.6857  -0.8291  0.299
H  0.2078  4.1765  -1.5710  0.070
H  3.3946  3.7663  -4.7762  0.312
H  4.7294  4.9551  -4.6721  0.369
H  3.0561  5.5286  -4.9187  0.343

Gap between HOMO and LUMO: 7.99 eV
HOMO level: -8.18 eV
Charge: 0
Lowest unoccupied orbital energy: -0.19 eV
SMILES: CCCCN(CCCC[Si@H](CCCCCCCCOC)C[C@H](C)Cl)C(=S)SCCC.CCOS(C)(=O)=O.CCOS(C)(=O)=O

***

Entry 3:
Here is a structure of composition C5H11N2S2 from the Open Molecules 2025 dataset. Energies are from the ωB97M-V functional and the def2-TZVPD basis.

Each line ends with the Mulliken charge.
Positions of all 20 atoms, in Å:
C  2.3101  0.6988  -1.8948  0.376
C  1.1945  -0.7277  -0.3096  -0.551
C  0.5381  1.5053  0.5218  -0.824
C  -0.8748  0.4781  -1.1076  -0.862
C  -0.6099  -0.4039  1.1177  -0.978
N  1.7286  -0.4740  -1.5623  -0.074
N  0.0935  0.1937  0.0575  -0.006
S  3.0528  1.1393  -3.2875  -0.265
S  2.1362  2.2033  -1.1470  0.029
H  0.7291  -1.7942  -0.2532  0.379
H  1.8664  -0.6194  0.6072  0.319
H  -0.1331  2.2540  0.2572  0.472
H  1.0734  1.6281  1.5451  0.318
H  -0.4595  1.2962  -1.7460  0.412
H  -1.2085  -0.4431  -1.7320  0.322
H  -1.7934  0.8804  -0.6404  0.427
H  -1.2650  -1.0883  0.5785  0.462
H  0.0461  -0.9551  1.6719  0.461
H  -1.3287  0.1388  1.7681  0.321
H  1.5717  -1.1013  -2.2908  0.263

Gap between HOMO and LUMO (spin up / spin down): 7.75 / 7.75 eV
HOMO level (spin up / spin down): -11.98 / -11.98 eV
Energy above the lowest of the compared OMol25 structures with the same formula, charge and spin: 94.7 kcal/mol
Charge: +1
Lowest unoccupied orbital energy (spin up / spin down): -4.23 / -4.23 eV